Formula: C34H55Br2N3O8P
Source: the OMol25 dataset
Level of theory: wB97M-V/def2-TZVPD

Cartesian coordinates (Å):
C (-3.84, 5.91, 1.67)
C (-2.78, 5.32, 1.71)
C (-1.28, 4.86, 1.69)
C (-0.68, 4.81, 0.23)
C (-1.37, 3.69, -0.67)
N (-1.71, 2.44, 0.04)
C (-1.05, 1.30, -0.03)
N (-1.40, 0.13, 0.68)
O (-2.69, 0.11, 1.13)
C (-3.69, 0.05, 0.08)
C (-5.07, -0.32, 0.82)
C (-5.88, 0.95, 1.30)
C (-5.01, 2.09, 1.96)
C (-0.90, -1.14, 0.10)
C (-1.41, -2.42, 0.90)
Br (-1.09, -4.12, -0.12)
C (-0.72, -2.62, 2.32)
C (-0.97, -1.44, 3.34)
Br (-1.48, -4.29, 3.13)
C (0.67, -1.09, -0.09)
C (1.21, -1.94, -1.33)
C (2.27, -3.07, -0.90)
C (3.56, -2.32, -0.29)
C (3.80, -2.94, 1.16)
O (4.80, -2.25, 1.94)
C (4.26, -1.24, 2.74)
C (3.06, -1.42, 3.74)
O (4.79, -0.14, 2.69)
C (1.21, 0.42, -0.27)
C (1.75, 0.88, 1.15)
C (1.65, 2.42, 1.45)
C (2.25, 2.64, 2.93)
C (1.15, 3.01, 4.00)
C (3.33, 3.79, 2.87)
N (0.14, 1.28, -0.84)
P (-0.18, 0.96, -2.56)
C (0.96, 2.20, -3.46)
O (-1.77, 1.45, -2.95)
H (-4.65, 6.67, 1.71)
H (-1.21, 3.83, 2.14)
H (-0.66, 5.57, 2.31)
H (-0.83, 5.79, -0.33)
H (0.43, 4.63, 0.26)
H (-2.35, 4.13, -1.02)
H (-0.74, 3.57, -1.59)
H (-2.54, 2.46, 0.64)
H (-3.89, 1.05, -0.42)
H (-3.54, -0.75, -0.70)
H (-5.69, -0.93, 0.11)
H (-4.79, -0.97, 1.71)
H (-6.54, 1.29, 0.45)
H (-6.60, 0.58, 2.10)
H (-4.17, 1.64, 2.57)
H (-4.60, 2.78, 1.17)
H (-5.68, 2.66, 2.67)
H (-1.37, -1.23, -0.94)
H (-2.53, -2.42, 1.09)
H (0.39, -2.81, 2.25)
H (-0.39, -0.54, 2.96)
H (-0.57, -1.64, 4.37)
H (-2.05, -1.13, 3.35)
H (1.23, -1.49, 0.82)
H (1.74, -1.33, -2.12)
H (0.31, -2.39, -1.85)
H (2.61, -3.61, -1.83)
H (1.83, -3.78, -0.13)
H (4.49, -2.53, -0.90)
H (3.43, -1.20, -0.29)
H (4.20, -3.98, 0.99)
H (2.80, -3.07, 1.67)
H (2.13, -1.70, 3.15)
H (3.27, -2.25, 4.48)
H (2.84, -0.49, 4.33)
H (2.09, 0.46, -0.98)
H (2.85, 0.62, 1.18)
H (1.28, 0.32, 2.02)
H (0.58, 2.77, 1.52)
H (2.20, 3.08, 0.73)
H (2.72, 1.67, 3.30)
H (1.53, 2.96, 5.07)
H (0.25, 2.32, 3.96)
H (0.77, 4.06, 3.85)
H (4.22, 3.42, 2.27)
H (3.64, 4.17, 3.89)
H (2.88, 4.64, 2.29)
H (0.50, 2.53, -4.44)
H (1.98, 1.73, -3.61)
H (1.08, 3.13, -2.84)
H (-1.73, 1.83, -3.86)
C (0.93, -4.20, -7.23)
C (1.68, -3.56, -6.32)
C (1.58, -3.89, -4.87)
O (2.29, -3.30, -4.07)
C (0.63, -4.91, -4.45)
C (-0.12, -5.55, -5.36)
C (-0.01, -5.24, -6.82)
O (-0.69, -5.86, -7.61)
O (-1.01, -6.49, -5.00)
O (2.55, -2.59, -6.68)
H (0.99, -3.97, -8.29)
H (0.55, -5.13, -3.40)
H (-1.42, -6.80, -5.83)
H (2.96, -2.30, -5.85)

Computed properties:
E_tot: -7583.6682 Ha
Charge: +1
E_LUMO: -3.341 eV
Orbital gap: 8.0 eV
E_HOMO: -11.4 eV

Formula: C34H55BrN4O3SiSn
Source: the OMol25 dataset
Level of theory: wB97M-V/def2-TZVPD

Cartesian coordinates (Å):
Sn (-0.98, 1.11, 0.05)
C (-2.55, -1.61, 3.52)
O (-3.51, -2.06, 2.58)
C (-4.17, -1.13, 1.80)
C (-5.40, -1.55, 1.34)
C (-6.17, -0.76, 0.50)
C (-5.72, 0.51, 0.18)
C (-4.51, 0.99, 0.67)
C (-4.15, 2.40, 0.45)
N (-4.60, 3.08, -0.54)
N (-4.47, 4.44, -0.60)
C (-3.33, 5.07, -0.39)
O (-2.18, 4.60, -0.20)
C (-3.46, 6.57, -0.47)
C (-4.61, 7.22, -0.90)
C (-4.66, 8.61, -0.97)
C (-3.56, 9.37, -0.59)
C (-2.42, 8.73, -0.12)
C (-2.37, 7.34, -0.07)
C (-3.64, 0.14, 1.44)
O (-2.43, 0.47, 1.81)
H (-2.27, -2.49, 4.09)
H (-2.99, -0.85, 4.19)
H (-1.67, -1.18, 3.04)
H (-5.75, -2.54, 1.63)
H (-7.11, -1.13, 0.11)
H (-6.32, 1.18, -0.43)
H (-3.57, 2.86, 1.25)
H (-5.47, 6.62, -1.19)
H (-5.56, 9.10, -1.31)
H (-3.59, 10.45, -0.67)
H (-1.56, 9.31, 0.20)
H (-1.48, 6.83, 0.27)
C (-1.68, 0.37, -5.29)
C (-1.02, 1.74, -5.46)
N (0.32, 1.85, -4.90)
C (1.44, 1.46, -5.72)
C (1.83, -0.01, -5.59)
C (0.47, 2.12, -3.54)
C (1.88, 2.35, -3.04)
N (-0.45, 2.25, -2.68)
H (-2.71, 0.41, -5.66)
H (-1.71, 0.10, -4.23)
H (-1.15, -0.41, -5.82)
H (-1.64, 2.50, -4.99)
H (-0.95, 1.98, -6.53)
H (2.30, 2.09, -5.47)
H (1.19, 1.68, -6.77)
H (1.95, -0.28, -4.54)
H (2.77, -0.21, -6.12)
H (1.06, -0.66, -6.01)
H (2.35, 3.18, -3.57)
H (2.51, 1.46, -3.14)
H (1.79, 2.60, -1.99)
H (-1.41, 2.14, -2.98)
C (3.35, -0.93, 4.09)
C (4.07, -1.91, 3.14)
C (4.97, -1.05, 2.24)
C (4.96, -2.84, 3.98)
Si (2.76, -2.80, 2.00)
Br (1.13, -0.17, 0.99)
C (1.44, -3.91, 2.92)
C (1.88, -5.36, 3.18)
C (0.14, -3.93, 2.11)
C (1.11, -3.28, 4.28)
C (3.49, -3.63, 0.40)
C (4.01, -2.55, -0.56)
C (2.37, -4.36, -0.35)
C (4.62, -4.65, 0.66)
H (4.08, -0.24, 4.54)
H (2.85, -1.46, 4.90)
H (2.61, -0.36, 3.53)
H (5.59, -0.38, 2.86)
H (4.36, -0.44, 1.58)
H (5.65, -1.66, 1.65)
H (5.67, -2.25, 4.58)
H (5.53, -3.52, 3.34)
H (4.36, -3.44, 4.67)
H (2.03, -5.90, 2.24)
H (1.11, -5.89, 3.75)
H (2.81, -5.41, 3.75)
H (0.24, -4.50, 1.19)
H (-0.18, -2.92, 1.84)
H (-0.66, -4.39, 2.70)
H (1.97, -3.31, 4.95)
H (0.30, -3.84, 4.76)
H (0.78, -2.25, 4.15)
H (3.28, -1.75, -0.65)
H (4.20, -2.98, -1.55)
H (4.95, -2.12, -0.21)
H (1.53, -3.68, -0.52)
H (2.01, -5.23, 0.20)
H (2.72, -4.71, -1.33)
H (5.45, -4.18, 1.19)
H (5.00, -5.05, -0.29)
H (4.26, -5.48, 1.26)
C (-1.64, -0.55, -1.25)
H (-2.72, -0.76, -1.24)
H (-1.34, -0.42, -2.29)

Computed properties:
Energy relative to the best compared isomer or geometry (same formula, charge and spin): 285.8 kJ/mol
E_tot: -4851.0119 Ha
Charge: -2
E_LUMO (spin up / spin down): 3.891 / 3.916 eV
Orbital gap (spin up / spin down): 5.1 / 5.0 eV
E_HOMO (spin up / spin down): -1.2 / -1.1 eV

Formula: C34H55EuN4OP2S
Source: the OMol25 dataset
Level of theory: wB97M-V/def2-TZVPD

Cartesian coordinates (Å):
C (-1.45, -1.54, -2.16)
C (0.75, -2.19, -1.64)
C (-1.55, -2.47, -3.19)
C (0.65, -3.23, -2.61)
C (-0.50, -3.38, -3.36)
H (-2.46, -2.47, -3.79)
H (1.51, -3.89, -2.74)
H (-0.62, -4.19, -4.08)
N (-0.39, -1.48, -1.33)
P (-2.86, -0.26, -0.14)
P (2.79, -0.58, -0.18)
C (-2.58, -0.53, -1.94)
H (-2.27, 0.43, -2.39)
H (-3.51, -0.84, -2.44)
C (2.01, -1.92, -1.01)
H (2.71, -2.76, -1.11)
C (4.08, 0.01, -1.47)
C (3.63, -1.39, 1.38)
C (-3.68, 1.44, -0.04)
C (-3.99, -1.76, 0.20)
C (4.24, 1.52, -1.21)
H (4.73, 1.71, -0.24)
H (4.88, 1.95, -2.00)
H (3.28, 2.04, -1.21)
C (5.44, -0.69, -1.38)
H (5.97, -0.49, -0.44)
H (5.36, -1.77, -1.56)
H (6.08, -0.29, -2.19)
C (3.56, -0.23, -2.90)
H (4.22, 0.32, -3.60)
H (3.57, -1.29, -3.17)
H (2.55, 0.16, -3.03)
C (4.49, -0.32, 2.07)
H (3.88, 0.52, 2.43)
H (5.00, -0.78, 2.93)
H (5.28, 0.09, 1.41)
C (2.52, -1.86, 2.33)
H (1.99, -1.02, 2.80)
H (1.81, -2.54, 1.84)
H (2.99, -2.44, 3.15)
C (4.48, -2.61, 0.98)
H (5.33, -2.36, 0.34)
H (4.89, -3.05, 1.90)
H (3.87, -3.39, 0.50)
C (-4.62, -1.57, 1.60)
H (-5.20, -2.48, 1.83)
H (-3.85, -1.47, 2.38)
H (-5.30, -0.72, 1.64)
C (-3.06, -2.99, 0.22)
H (-2.61, -3.17, -0.76)
H (-2.26, -2.89, 0.97)
H (-3.66, -3.87, 0.48)
C (-5.09, -2.00, -0.84)
H (-5.69, -2.86, -0.49)
H (-5.77, -1.16, -0.96)
H (-4.68, -2.30, -1.82)
C (-2.87, 2.45, -0.88)
H (-3.06, 2.34, -1.96)
H (-3.19, 3.47, -0.61)
H (-1.79, 2.37, -0.71)
C (-3.62, 1.84, 1.44)
H (-2.58, 1.93, 1.80)
H (-4.11, 2.82, 1.57)
H (-4.14, 1.12, 2.09)
C (-5.13, 1.38, -0.54)
H (-5.21, 1.02, -1.57)
H (-5.78, 0.77, 0.11)
H (-5.54, 2.40, -0.53)
Eu (-0.03, -0.36, 0.95)
C (-1.00, -2.06, 2.94)
O (-1.55, -2.82, 3.61)
N (0.66, 1.06, -0.84)
C (0.79, 1.35, -1.98)
C (0.78, 2.15, -3.16)
C (0.55, 3.53, -3.00)
C (1.00, 1.63, -4.45)
C (0.58, 4.37, -4.11)
H (0.33, 3.92, -2.00)
C (1.05, 2.48, -5.56)
H (1.13, 0.55, -4.58)
C (0.81, 3.84, -5.38)
H (0.41, 5.44, -3.97)
H (1.28, 2.07, -6.55)
H (0.81, 4.50, -6.25)
C (0.41, 2.75, 6.30)
N (0.15, 2.71, 4.86)
C (0.30, 1.61, 4.09)
S (0.96, 1.76, 2.51)
N (-0.07, 0.42, 4.61)
C (-1.08, 0.27, 5.67)
H (1.00, 1.88, 6.64)
H (-0.54, 2.81, 6.85)
H (0.97, 3.66, 6.51)
H (0.42, 3.56, 4.35)
H (0.03, -0.38, 3.98)
H (-1.65, -0.64, 5.47)
H (-0.58, 0.15, 6.64)
H (-1.76, 1.13, 5.69)

Computed properties:
E_tot: -3413.8349 Ha
Multiplicity: 8
Charge: +1
E_LUMO (spin up / spin down): -3.066 / -3.028 eV
Orbital gap (spin up / spin down): 5.2 / 5.3 eV
⟨S²⟩: 15.761
E_HOMO (spin up / spin down): -8.3 / -8.3 eV

Formula: C34H56CaN3OP2S
Source: the OMol25 dataset
Level of theory: wB97M-V/def2-TZVPD

Cartesian coordinates (Å):
C (3.22, -1.10, 0.35)
C (1.65, -0.84, -1.34)
C (4.10, -1.69, -0.56)
C (2.56, -1.21, -2.34)
C (3.80, -1.68, -1.92)
H (5.03, -2.10, -0.17)
H (2.24, -1.15, -3.38)
H (4.49, -2.09, -2.65)
N (2.06, -0.56, -0.07)
P (2.00, -0.29, 2.72)
P (-0.95, 0.40, -3.86)
C (3.49, -1.01, 1.85)
H (3.77, -1.98, 2.28)
H (4.36, -0.35, 1.99)
C (-3.57, 0.25, 1.71)
O (-4.39, -0.52, 1.49)
C (0.22, -0.58, -1.52)
H (0.01, 0.51, -1.68)
C (-1.33, -0.47, -5.47)
C (-2.16, 1.68, -3.13)
C (1.15, -1.71, 3.65)
C (2.75, 1.08, 3.74)
C (-2.39, -1.56, -5.26)
H (-3.32, -1.16, -4.86)
H (-2.61, -1.99, -6.24)
H (-2.04, -2.37, -4.61)
C (-1.80, 0.55, -6.51)
H (-2.82, 0.93, -6.30)
H (-1.08, 1.38, -6.59)
H (-1.85, 0.05, -7.49)
C (-0.02, -1.12, -5.95)
H (-0.17, -1.51, -6.96)
H (0.79, -0.37, -5.99)
H (0.31, -1.95, -5.31)
C (-3.59, 1.14, -3.30)
H (-3.76, 0.27, -2.65)
H (-4.30, 1.94, -3.00)
H (-3.83, 0.89, -4.34)
C (-1.95, 1.98, -1.63)
H (-2.02, 1.07, -1.00)
H (-0.99, 2.50, -1.44)
H (-2.74, 2.66, -1.28)
C (-1.90, 2.97, -3.93)
H (-2.24, 2.87, -4.97)
H (-2.43, 3.81, -3.46)
H (-0.82, 3.19, -3.92)
C (1.65, 1.75, 4.59)
H (2.12, 2.52, 5.21)
H (0.89, 2.25, 3.96)
H (1.13, 1.05, 5.25)
C (3.33, 2.14, 2.77)
H (4.07, 1.72, 2.08)
H (2.54, 2.64, 2.19)
H (3.83, 2.91, 3.38)
C (3.86, 0.51, 4.63)
H (4.44, 1.35, 5.04)
H (3.46, -0.05, 5.48)
H (4.56, -0.13, 4.08)
C (1.51, -3.06, 3.01)
H (2.55, -3.34, 3.20)
H (0.87, -3.84, 3.46)
H (1.33, -3.07, 1.92)
C (-0.37, -1.47, 3.54)
H (-0.73, -1.46, 2.49)
H (-0.89, -2.29, 4.06)
H (-0.67, -0.53, 4.02)
C (1.56, -1.76, 5.13)
H (2.63, -1.95, 5.26)
H (1.27, -0.86, 5.68)
H (1.03, -2.61, 5.59)
Ca (0.12, 0.74, 0.82)
N (-1.30, -0.90, 0.18)
C (-0.63, -1.38, -0.80)
C (-0.79, -2.91, -1.20)
C (-0.15, -3.21, -2.54)
C (-0.12, -3.83, -0.18)
C (-2.27, -3.24, -1.21)
H (-0.59, -2.57, -3.32)
H (0.93, -3.05, -2.52)
H (-0.33, -4.26, -2.82)
H (-0.55, -3.67, 0.82)
H (-0.31, -4.87, -0.47)
H (0.97, -3.70, -0.13)
H (-2.43, -4.32, -1.27)
H (-2.69, -2.84, -0.28)
H (-2.77, -2.75, -2.05)
S (0.29, 3.49, 0.88)
C (-0.84, 3.99, 2.06)
N (-0.68, 5.24, 2.63)
C (-1.49, 5.74, 3.61)
C (-2.55, 4.97, 4.06)
C (-2.76, 3.70, 3.51)
C (-1.93, 3.22, 2.50)
H (0.10, 5.81, 2.29)
H (-1.25, 6.73, 3.97)
H (-3.20, 5.35, 4.84)
H (-3.58, 3.08, 3.87)
H (-2.11, 2.25, 2.02)

Computed properties:
E_tot: -3326.8800 Ha
Charge: +1
E_LUMO (spin up / spin down): -3.231 / -3.234 eV
Orbital gap (spin up / spin down): 6.0 / 5.8 eV
E_HOMO (spin up / spin down): -9.2 / -9.0 eV

Formula: C34H56FN3O2
Source: the OMol25 dataset
Level of theory: wB97M-V/def2-TZVPD

Cartesian coordinates (Å):
C (0.88, -0.20, -0.36)
C (0.28, -1.13, 0.41)
C (0.86, -2.50, 0.77)
C (0.32, -2.80, 2.10)
N (-0.01, -2.98, 3.19)
C (2.39, -2.52, 0.78)
C (3.04, -1.58, 1.81)
C (3.68, -0.31, 1.36)
N (3.10, -1.87, 3.04)
C (0.32, -3.67, -0.20)
F (-0.43, -4.56, 0.51)
C (-0.57, -3.09, -1.24)
N (-1.37, -2.65, -1.93)
O (1.38, -4.37, -0.77)
C (1.28, -4.67, -2.14)
O (0.64, -5.58, -2.55)
C (2.10, -3.76, -2.99)
C (3.37, -3.39, -2.55)
C (4.13, -2.53, -3.32)
C (3.62, -2.02, -4.51)
C (2.36, -2.41, -4.94)
C (1.59, -3.28, -4.19)
H (0.98, 0.81, 0.01)
H (1.19, -0.44, -1.38)
H (-0.69, -0.90, 0.86)
H (2.73, -3.53, 1.01)
H (2.73, -2.22, -0.21)
H (4.69, -0.54, 1.00)
H (3.16, 0.18, 0.53)
H (3.80, 0.36, 2.21)
H (2.67, -2.77, 3.24)
H (3.75, -3.78, -1.62)
H (5.12, -2.24, -2.98)
H (4.20, -1.33, -5.11)
H (1.96, -2.04, -5.87)
H (0.60, -3.57, -4.52)
C (-3.19, 5.70, -0.94)
C (-2.74, 5.44, 0.50)
C (-1.29, 4.96, 0.60)
C (-0.99, 3.63, -0.09)
C (-1.84, 2.45, 0.38)
C (-1.64, 2.12, 1.86)
H (-3.15, 4.80, -1.55)
H (-4.22, 6.07, -0.96)
H (-2.56, 6.46, -1.41)
H (-3.41, 4.71, 0.96)
H (-2.85, 6.36, 1.08)
H (-1.03, 4.89, 1.66)
H (-0.64, 5.73, 0.18)
H (0.07, 3.40, 0.06)
H (-1.12, 3.75, -1.17)
H (-1.58, 1.58, -0.22)
H (-2.90, 2.64, 0.19)
H (-0.59, 1.88, 2.06)
H (-2.23, 1.25, 2.14)
H (-1.93, 2.94, 2.51)
C (-1.59, 12.13, 2.93)
C (-0.31, 11.41, 2.53)
C (-0.50, 10.42, 1.39)
C (-1.45, 9.26, 1.69)
C (-1.08, 8.41, 2.90)
C (0.27, 7.71, 2.76)
H (-2.35, 11.43, 3.30)
H (-1.40, 12.85, 3.73)
H (-2.01, 12.68, 2.09)
H (0.12, 10.90, 3.41)
H (0.43, 12.15, 2.23)
H (0.48, 10.02, 1.10)
H (-0.87, 10.95, 0.51)
H (-1.51, 8.61, 0.81)
H (-2.47, 9.65, 1.83)
H (-1.85, 7.66, 3.05)
H (-1.07, 9.02, 3.81)
H (0.27, 7.06, 1.88)
H (0.47, 7.09, 3.63)
H (1.09, 8.42, 2.66)
C (-1.47, -7.48, -0.71)
C (-0.22, -8.23, -1.16)
C (-0.49, -9.21, -2.30)
C (-1.47, -10.34, -1.97)
C (-1.07, -11.21, -0.78)
C (0.24, -11.95, -0.99)
H (-2.23, -8.16, -0.32)
H (-1.23, -6.77, 0.09)
H (-1.90, -6.92, -1.54)
H (0.22, -8.76, -0.31)
H (0.52, -7.51, -1.50)
H (0.46, -9.64, -2.63)
H (-0.88, -8.65, -3.16)
H (-1.58, -10.97, -2.86)
H (-2.46, -9.92, -1.79)
H (-1.87, -11.94, -0.61)
H (-1.01, -10.60, 0.13)
H (0.19, -12.59, -1.87)
H (0.47, -12.59, -0.13)
H (1.08, -11.27, -1.12)

Computed properties:
E_tot: -1743.6114 Ha
Charge: 0
E_LUMO: -0.452 eV
Orbital gap: 9.2 eV
E_HOMO: -9.6 eV

Number 1: largest force on an atom 2.992 eV/A. Number 2: largest force on an atom 1.241 eV/A. Number 3: largest force on an atom 4.734 eV/A. Number 4: largest force on an atom 4.980 eV/A. Number 5: largest force on an atom 1.713 eV/A.